DFT (the ωB97M-V functional and the def2-TZVPD basis) results for C40H27F5IrN3O4PS7 as an isolated structure.

Properties
- Orbital gap (spin up / spin down): 7.93 / 6.54 eV
- Energy: -5738.0526 Ha
- Relative energy (zero: lowest compared OMol25 entry of this formula, charge and spin): 0.00 kcal per mole
- Charge: 0
- 2S+1: 2
- E_LUMO (spin up / spin down): -0.26 / -1.69 eV
- HOMO level (spin up / spin down): -8.19 / -8.23 eV

Last column: Löwdin charge in e.
Element x y z (Å)
1 Ir 0.2449 0.4005 -0.7520  1.161
2 S -0.8900 0.3991 1.2904  0.343
3 P 0.4697 -0.9917 1.9415  0.280
4 S 1.5209 -1.3565 0.2688  0.494
5 C 1.4547 -0.3357 3.2931  -0.396
6 C 0.8266 0.0076 4.4911  -0.120
7 C 1.5856 0.4546 5.5580  -0.083
8 C 2.9630 0.5916 5.4204  -0.069
9 C 3.5812 0.2779 4.2200  -0.056
10 C 2.8307 -0.1991 3.1530  -0.085
11 C -0.3448 -2.4730 2.5598  -0.362
12 C -0.1145 -2.9951 3.8285  -0.074
13 C -0.7807 -4.1461 4.2280  -0.072
14 C -1.6739 -4.7643 3.3676  -0.069
15 C -1.9059 -4.2415 2.1001  -0.057
16 C -1.2405 -3.0999 1.6924  -0.086
17 H -0.2506 -0.0754 4.5846  0.117
18 H 1.1054 0.7034 6.4958  0.107
19 H 3.5530 0.9537 6.2524  0.107
20 H 4.6493 0.4063 4.1077  0.114
21 H 3.3015 -0.4291 2.2055  0.082
22 H 0.5872 -2.5163 4.4983  0.099
23 H -0.5982 -4.5582 5.2117  0.106
24 H -2.1919 -5.6608 3.6834  0.107
25 H -2.5981 -4.7255 1.4247  0.106
26 H -1.4111 -2.6945 0.7030  0.085
27 O -0.4052 -1.0843 -1.7817  -0.386
28 C -1.5892 -1.3980 -2.5284  -0.506
29 C -1.8922 -2.8460 -2.1531  -0.530
30 C -0.9891 -3.7852 -1.7553  -0.143
31 C -1.5717 -5.0727 -1.5911  -0.178
32 C -2.9030 -5.0768 -1.8702  -0.408
33 S -3.4644 -3.5252 -2.3225  1.059
34 C -2.8725 -0.5830 -2.3285  -0.510
35 C -3.7639 -0.3016 -3.3289  -0.147
36 C -4.9943 0.2401 -2.8675  -0.169
37 C -5.0324 0.3312 -1.5150  -0.400
38 S -3.5875 -0.2277 -0.7940  1.003
39 C -1.2629 -1.3480 -4.0141  -0.473
40 C -1.1317 -0.2464 -4.8061  -0.140
41 C -0.8673 -0.5688 -6.1618  -0.175
42 C -0.7862 -1.9119 -6.3655  -0.399
43 S -1.0293 -2.7856 -4.9217  1.095
44 H 0.0540 -3.5545 -1.5965  0.110
45 H -1.0207 -5.9497 -1.2833  0.105
46 H -3.5874 -5.9094 -1.8328  0.064
47 H -3.5475 -0.4908 -4.3688  0.118
48 H -5.8039 0.5426 -3.5154  0.105
49 H -5.8240 0.7234 -0.8964  0.068
50 H -1.2083 0.7633 -4.4365  0.113
51 H -0.7250 0.1660 -6.9409  0.105
52 H -0.5836 -2.4327 -7.2872  0.065
53 F 5.6715 -2.7909 -3.3460  0.119
54 C 4.6923 -1.9288 -3.0620  -0.145
55 C 4.7147 -1.1998 -1.8894  -0.146
56 F 5.7296 -1.3487 -1.0335  0.118
57 C 3.6989 -0.3048 -1.6014  -0.216
58 F 3.8113 0.4189 -0.4861  0.063
59 C 2.5950 -0.1248 -2.4433  -0.290
60 O 1.6155 0.7462 -2.1880  -0.229
61 C 2.6378 -0.8421 -3.6418  -0.139
62 F 1.7054 -0.6355 -4.5604  0.127
63 C 3.6511 -1.7312 -3.9481  -0.138
64 F 3.6307 -2.3924 -5.1093  0.119
65 N -0.8365 5.9399 4.9833  0.101
66 C -0.1831 5.2935 3.9469  -0.317
67 C -0.1087 5.8811 2.6814  -0.022
68 C 0.5918 5.2629 1.6650  -0.068
69 C 1.2169 4.0418 1.8935  -0.284
70 C 1.1622 3.4538 3.1492  -0.046
71 C 0.4671 4.0770 4.1678  -0.020
72 S 2.0770 3.2445 0.5847  0.602
73 O 3.0159 2.3339 1.1543  -0.278
74 O 2.4847 4.2690 -0.3381  -0.305
75 N 0.9110 2.3582 -0.1618  -0.266
76 C 0.0444 2.9380 -1.0234  -0.728
77 S -0.1500 4.5166 -1.6817  1.109
78 C -1.5219 3.9299 -2.5772  -0.364
79 C -1.7224 2.6128 -2.3776  -0.205
80 N -0.8272 2.0598 -1.4903  -0.117
81 H -1.5210 6.6281 4.7196  0.090
82 H -1.1232 5.3670 5.7585  0.089
83 H -0.5877 6.8369 2.5054  0.113
84 H 0.6751 5.7345 0.6959  0.080
85 H 1.6763 2.5190 3.3231  0.094
86 H 0.4363 3.6290 5.1534  0.108
87 H -2.1048 4.5969 -3.1890  0.068
88 H -2.5108 2.0092 -2.7980  0.096

Cartesian forces, eV/Å:
Ir 0.19 0.57 -0.24
S -0.16 -0.34 -0.05
P -0.10 0.00 0.14
S -0.01 0.17 0.02
C 0.06 -0.09 0.00
C 0.01 0.05 0.02
C -0.06 0.08 0.01
C 0.03 0.00 -0.04
C 0.00 0.00 0.03
C -0.03 0.09 -0.04
C -0.08 0.09 0.03
C 0.05 -0.07 -0.01
C 0.02 0.02 0.00
C -0.02 -0.01 -0.01
C 0.01 -0.02 -0.01
C -0.04 0.01 0.08
H 0.01 -0.02 0.03
H 0.00 0.02 -0.01
H 0.00 0.00 0.00
H 0.00 0.00 -0.01
H 0.00 0.00 0.02
H -0.01 -0.05 -0.01
H 0.00 0.00 0.00
H 0.00 0.00 0.00
H -0.01 -0.01 -0.03
H 0.00 0.01 -0.05
O -0.69 -0.35 0.02
C 0.01 0.04 -0.02
C 0.00 0.00 0.16
C 0.02 -0.04 -0.02
C 0.03 0.03 0.01
C -0.04 0.01 0.00
S 0.03 -0.01 0.02
C 0.05 -0.01 0.07
C -0.09 0.11 -0.02
C 0.08 -0.05 -0.06
C 0.01 0.06 0.18
S 0.28 -0.03 -0.03
C 0.27 0.04 0.07
C 0.10 -0.07 -0.06
C 0.06 0.08 0.04
C 0.01 -0.05 0.01
S 0.00 -0.01 -0.05
H 0.00 0.01 0.02
H 0.00 0.00 0.00
H 0.00 0.00 0.01
H -0.07 0.01 0.04
H 0.00 -0.01 0.00
H 0.01 0.00 0.01
H -0.02 0.10 0.05
H 0.00 0.00 0.00
H 0.00 0.00 0.00
F 0.02 -0.02 0.00
C 0.01 0.02 0.01
C -0.03 0.01 -0.03
F 0.04 -0.01 0.04
C 0.05 0.06 0.08
F -0.02 -0.03 -0.10
C 0.09 0.08 0.10
O 0.04 -0.08 -0.35
C 0.06 -0.02 0.05
F -0.32 0.01 -0.20
C 0.02 0.00 0.05
F -0.01 0.00 0.00
N 0.01 0.00 0.00
C -0.03 0.02 0.01
C 0.00 0.00 0.00
C 0.03 -0.01 0.03
C 0.02 0.08 -0.03
C -0.07 0.02 0.02
C 0.04 -0.06 0.00
S -0.16 0.01 -0.06
O -0.03 -0.08 0.11
O 0.00 0.02 0.03
N -0.03 -0.06 -0.22
C 0.19 0.03 0.21
S -0.08 -0.16 -0.02
C -0.02 0.02 -0.02
C 0.07 0.03 0.07
N 0.15 -0.10 -0.08
H -0.01 0.00 0.00
H -0.01 -0.01 0.00
H 0.00 0.00 0.00
H 0.02 0.02 0.05
H 0.02 -0.06 0.02
H 0.00 -0.03 0.02
H 0.01 0.00 0.00
H 0.01 -0.04 -0.03